w:
{"formula": "C2H3NOS", "method": "ωB97M-V/def2-TZVPD", "symbols": ["C", "C", "H", "H", "H", "N", "O", "S"], "positions_angstrom": [[-0.31481, -0.25002, -0.53595], [-0.75862, 0.83369, 0.49173], [1.48591, -0.37507, 0.49320], [1.35060, -1.44684, -0.85441], [-1.81874, 1.01366, 0.45005], [0.95550, -0.68002, -0.23425], [-1.07826, -0.51890, -1.47578], [0.17841, 1.42351, 1.66541]], "mol_weight_g_mol": 89.12, "smiles": "NC(=O)C=S", "spin_multiplicity": 1, "homo_energy_ev": -9.35, "lumo_ev": -1.206, "orbital_gap_ev": 8.15}

***

x:
{"formula": "C2H3NOS", "method": "ωB97M-V/def2-TZVPD", "symbols": ["C", "C", "N", "O", "S", "H", "H", "H"], "positions_angstrom": [[-1.61570, -0.27297, 0.30741], [1.74662, 0.19859, -0.31510], [-0.57839, -0.35650, -0.54507], [0.59113, -0.07303, 0.17033], [-3.22306, -0.40137, -0.05077], [-1.29104, -0.00046, 1.39643], [1.93598, 0.24592, -1.36637], [2.43445, 0.65982, 0.40313]], "mol_weight_g_mol": 89.12, "spin_multiplicity": 1, "homo_energy_ev": [-8.22, -8.16], "lumo_ev": [-1.499, -1.974], "orbital_gap_ev": [6.72, 6.19]}

***

Decreasing stability: w, x

***

w:
{"formula": "C2H3NOS", "method": "ωB97M-V/def2-TZVPD", "symbols": ["C", "C", "N", "O", "S", "H", "H", "H"], "positions_angstrom": [[1.12217, 0.54926, 0.20697], [-0.84224, -0.90273, -0.34372], [-0.13028, 0.60806, 0.12547], [-0.30011, -1.59767, -1.08901], [-1.39265, 1.53516, 0.43725], [1.78618, 1.32532, 0.46455], [1.49068, -0.42415, -0.16797], [-1.73375, -1.09325, 0.36647]], "mol_weight_g_mol": 89.12, "smiles": "C=[N+]([S-])C=O", "spin_multiplicity": 1, "homo_energy_ev": [-8.36, -8.36], "lumo_ev": [-0.008, -0.008], "orbital_gap_ev": [8.35, 8.35]}

***

x:
{"formula": "C2H3NOS", "method": "ωB97M-V/def2-TZVPD", "symbols": ["C", "C", "N", "O", "S", "H", "H", "H"], "positions_angstrom": [[1.39472, -1.08523, -0.19391], [0.89079, -0.04485, 0.76294], [0.61832, -0.13007, -0.65128], [-1.90693, 0.52091, -1.33825], [-2.59255, 0.28604, -0.02214], [0.04762, -0.28485, 1.38652], [1.64782, 0.60359, 1.24656], [-0.09980, 0.13446, -1.19044]], "mol_weight_g_mol": 89.12, "spin_multiplicity": 1, "homo_energy_ev": [-9.00, -9.00], "lumo_ev": [-2.363, -2.394], "orbital_gap_ev": [6.64, 6.61]}

***

Decreasing stability: w, x

***

w:
{"formula": "C2H3NOS", "method": "ωB97M-V/def2-TZVPD", "symbols": ["C", "C", "N", "O", "S", "H", "H", "H"], "positions_angstrom": [[1.85125, -0.94625, 0.56199], [-1.14095, 0.09260, 0.01307], [2.60756, -1.79282, 0.51087], [0.80731, 1.59514, -1.08864], [0.48662, 1.06032, 0.18811], [-1.60694, 0.57448, -0.89264], [-1.79528, 0.44871, 0.83143], [-1.20957, -1.03218, -0.12418]], "mol_weight_g_mol": 89.12, "spin_multiplicity": 1, "homo_energy_ev": [-10.92, -10.92], "lumo_ev": [-2.030, -2.029], "orbital_gap_ev": [8.89, 8.89]}

***

x:
{"formula": "C2H3NOS", "method": "ωB97M-V/def2-TZVPD", "symbols": ["C", "C", "H", "H", "H", "N", "O", "S"], "positions_angstrom": [[-0.56103, -0.31798, 0.15960], [-1.93423, 0.38231, -0.04183], [2.64946, 0.96924, -0.38647], [-0.53715, -1.42730, 0.25604], [-2.04059, 1.46244, 0.03327], [0.48934, 0.50484, 0.18616], [-2.89624, -0.29510, -0.11817], [2.16527, -0.16022, -0.06046]], "mol_weight_g_mol": 89.12, "smiles": "O=C/C=N/S", "spin_multiplicity": 1, "homo_energy_ev": -9.62, "lumo_ev": -0.370, "orbital_gap_ev": 9.25}

***

Decreasing stability: x, w

***

w:
{"formula": "CH2N2O2S2", "method": "ωB97M-V/def2-TZVPD", "symbols": ["C", "N", "N", "O", "O", "S", "S", "H", "H"], "positions_angstrom": [[0.69845, 0.22066, -0.79990], [-0.29443, -0.77170, -0.72302], [0.84256, 1.41965, -0.94009], [-1.39347, 0.46688, 1.08583], [-0.32166, -1.55417, 1.85783], [1.55158, -1.31963, -0.75437], [-1.16448, -1.15488, 0.81107], [-1.77339, 0.92064, 0.23687], [1.85483, 1.77254, -0.77422]], "mol_weight_g_mol": 138.17, "spin_multiplicity": 1, "homo_energy_ev": -9.69, "lumo_ev": -0.688, "orbital_gap_ev": 9.00}

***

x:
{"formula": "CH2N2O2S2", "method": "ωB97M-V/def2-TZVPD", "symbols": ["C", "N", "N", "O", "O", "S", "S", "H", "H"], "positions_angstrom": [[-2.25996, 0.41181, 0.15142], [-3.16157, -0.25842, 0.23225], [1.87037, 0.14755, 0.14187], [-0.30822, -0.80128, 1.09007], [0.02851, -0.50617, -1.43390], [-0.55715, 1.89113, -0.08639], [0.16322, -0.07949, -0.08286], [2.04993, -0.63679, 0.82476], [2.17488, -0.16833, -0.83722]], "mol_weight_g_mol": 138.17, "spin_multiplicity": 1, "homo_energy_ev": -11.18, "lumo_ev": -2.766, "orbital_gap_ev": 8.42}

***

y:
{"formula": "CH2N2O2S2", "method": "ωB97M-V/def2-TZVPD", "symbols": ["C", "N", "N", "O", "O", "S", "S", "H", "H"], "positions_angstrom": [[-0.85708, -0.72339, 0.36348], [2.07691, -0.55260, -0.25188], [-1.98534, -1.10902, 0.50835], [1.02350, 1.78365, -0.74784], [-0.18682, 0.41011, 0.86978], [0.61432, -1.51776, -0.64611], [1.43490, 0.72921, 0.39618], [0.52391, 1.32856, -1.31926], [-2.64428, -0.34875, 0.82732]], "mol_weight_g_mol": 138.17, "spin_multiplicity": 1, "homo_energy_ev": -8.96, "lumo_ev": 0.029, "orbital_gap_ev": 8.99}

***

Decreasing stability: w, y, x

***

w:
{"formula": "C5H12NO2", "method": "ωB97M-V/def2-TZVPD", "symbols": ["C", "N", "C", "C", "C", "O", "C", "O", "H", "H", "H", "H", "H", "H", "H", "H", "H", "H", "H", "H"], "positions_angstrom": [[-2.42930, -0.93283, -0.00253], [-1.37858, -0.29024, -0.78738], [-0.49786, 0.53017, 0.06675], [0.79017, 0.73494, -0.83692], [1.58469, 1.99229, -0.37732], [1.59669, -0.38688, -0.92230], [-0.05922, -0.23856, 1.38868], [0.54101, -1.45742, 1.13580], [-2.72512, -0.24359, 0.76852], [-3.31341, -1.17271, -0.58987], [-2.08252, -1.77151, 0.64697], [-0.85842, -1.03071, -1.12459], [-1.02770, 1.45595, 0.22809], [0.47674, 0.90789, -1.86113], [2.66465, 1.82839, -0.46501], [1.19087, 2.82779, -0.97545], [1.31202, 2.23590, 0.64797], [1.15554, -1.15836, 0.24250], [-0.88764, -0.44301, 2.12582], [0.62222, 0.54867, 1.80784]], "total_charge": -1, "mol_weight_g_mol": 118.16, "smiles": "CN[C@@H](CO)[C@@H](C)[O-]", "spin_multiplicity": 1, "homo_energy_ev": -3.45, "lumo_ev": 4.115, "orbital_gap_ev": 7.56}

***

x:
{"formula": "C5H12NO2", "method": "ωB97M-V/def2-TZVPD", "symbols": ["C", "O", "C", "C", "C", "C", "N", "H", "H", "H", "H", "H", "H", "H", "H", "H", "H", "H", "H", "O"], "positions_angstrom": [[-1.44266, -0.40392, 0.77798], [-2.80087, -0.35443, 0.91063], [-0.95043, -0.18400, -0.67369], [0.54743, -0.32907, -0.74264], [1.36269, 0.53752, 0.04459], [2.75619, 0.21841, 0.19877], [3.10301, -1.15417, -0.23901], [-0.91406, 0.30621, 1.45503], [-1.08664, -1.40408, 1.09887], [-1.44590, -0.95694, -1.25588], [-1.32690, 0.78393, -1.01003], [1.04842, -0.83933, -1.55280], [0.87801, -0.70915, 0.35963], [1.02076, 1.47453, 0.47258], [3.41402, 1.05600, -0.03378], [2.84919, -0.26241, 1.21413], [4.08887, -1.27359, -0.01459], [-4.42191, 1.55696, -0.65237], [-3.20803, 0.51380, 0.24569], [-3.47119, 1.42372, -0.60311]], "total_charge": -1, "mol_weight_g_mol": 118.16, "spin_multiplicity": 1, "homo_energy_ev": -3.54, "lumo_ev": 3.330, "orbital_gap_ev": 6.87}

***

Decreasing stability: w, x

***

w:
{"formula": "C4H10NO2", "method": "ωB97M-V/def2-TZVPD", "symbols": ["C", "N", "C", "C", "O", "C", "O", "H", "H", "H", "H", "H", "H", "H", "H", "H", "H"], "positions_angstrom": [[-1.59791, 0.61044, -1.20516], [-0.42269, -0.30664, -1.37318], [0.46401, -0.32524, -0.13758], [1.04330, 1.05558, 0.03685], [2.33137, 1.09915, 0.70158], [-0.38891, -0.83928, 1.12073], [-1.42698, -1.60555, 0.86448], [-2.38663, 0.23890, -1.91628], [-1.93916, 0.72516, -0.16495], [-1.29464, 1.52316, -1.70985], [-0.77573, -1.25846, -1.41512], [1.20628, -1.04930, -0.47633], [1.45500, 1.50793, -0.86477], [0.25525, 1.65229, 0.57233], [2.46611, 0.49787, 1.43811], [0.31713, -1.05605, 1.92951], [-0.76004, 0.18344, 1.37457]], "mol_weight_g_mol": 104.13, "s2": 0.7555, "spin_multiplicity": 2, "homo_energy_ev": [-9.28, -9.29], "lumo_ev": [0.772, -1.972], "orbital_gap_ev": [10.05, 7.32]}

***

x:
{"formula": "C4H10NO2", "method": "ωB97M-V/def2-TZVPD", "symbols": ["C", "C", "C", "C", "O", "O", "N", "H", "H", "H", "H", "H", "H", "H", "H", "H", "H"], "positions_angstrom": [[-1.02170, 0.09928, 1.00192], [-0.40907, 1.18608, 0.13642], [-0.16872, 0.60386, -1.28347], [0.87009, -0.46403, -1.25251], [1.64826, -0.55508, -2.37972], [1.02097, -1.21018, -0.22225], [0.02392, -0.70508, 1.72935], [-1.64175, 0.57906, 1.76466], [-1.67075, -0.60110, 0.48377], [0.48868, 1.61317, 0.63671], [-1.21080, 1.90940, -0.03264], [0.16748, 1.39928, -1.95001], [-1.13780, 0.20063, -1.66354], [1.97285, -1.45832, -2.49956], [0.69111, -0.06287, 2.15239], [-0.18248, -1.39053, 2.46346], [0.55972, -1.14357, 0.91502]], "mol_weight_g_mol": 104.13, "s2": 0.7531, "spin_multiplicity": 2, "homo_energy_ev": [-3.66, -9.11], "lumo_ev": [0.530, 0.483], "orbital_gap_ev": [4.19, 9.60]}

***

Decreasing stability: x, w